[1]
27
Properties=species:S:1:pos:R:3:forces:R:3 method="wB97M-V/def2-TZVPD" smiles="C[C@@H]1C[C@@H]2CC=CC=C2[C@H]1[SiH3]" charge=0 homo_lumo_gap_ha=0.34103 de_lowest_kj_mol=472.5 energy_ha=-679.974856
Si -2.400780 -0.863359 -1.269265 1.7 -0.6 -1.9
C 2.598693 -2.042424 1.117947 -1.2 1.8 -2.3
C -0.806197 0.111887 -1.026972 1.9 -3.9 2.9
C 0.504239 -1.000011 -0.231958 -3.6 1.9 -2.7
C 0.462075 1.247151 0.831398 0.5 -1.9 -2.2
C -1.261919 2.575096 -0.427109 2.1 -2.0 -1.5
C 0.929928 -2.173535 -0.715983 1.9 1.1 3.3
C -0.872046 1.138781 0.084985 0.2 2.0 -1.5
C 2.279967 -0.555976 1.319670 -1.7 -2.0 -0.2
C 2.056189 -2.794973 0.124126 -0.9 1.4 1.3
C 0.845764 -0.259621 0.998983 0.0 -0.9 0.1
H -3.248320 0.190759 -1.767496 -1.1 0.3 0.0
H 3.539529 -2.261925 1.475839 1.6 -1.3 1.4
H -0.350066 2.711267 -1.047128 -0.5 0.9 0.2
H 0.583911 -2.531955 -1.622221 -0.6 -1.0 -1.5
H 2.385121 -3.822645 0.181419 -0.1 -0.2 -1.0
H -2.074915 2.753240 -1.100641 -0.8 -0.6 -0.2
H -0.227207 0.244449 -1.878822 0.7 1.4 -1.7
H 2.356308 -0.245725 2.302385 0.9 0.3 2.3
H 1.228169 1.889936 0.312127 -0.5 -1.0 0.2
H 0.220014 1.720809 1.711675 -0.1 1.0 2.4
H 2.864150 0.092276 0.771054 1.8 1.1 -1.6
H -1.304414 3.301311 0.318646 0.1 1.1 1.5
H -1.467884 0.799591 0.883866 -1.6 -0.6 0.6
H -2.384480 -1.995534 -2.425121 0.1 1.2 1.5
H 0.267897 -0.852700 1.769492 0.0 1.2 -0.2
H -2.534435 -1.383733 0.056167 -0.9 -0.5 0.7


[2]
35
Properties=species:S:1:pos:R:3:forces:R:3 method="wB97M-V/def2-TZVPD" charge=0 homo_lumo_gap_ha=0.28976 de_lowest_kj_mol=34.7 energy_ha=-2411.758638
Cl 3.312868 0.019006 8.458054 -0.4 0.0 0.3
Cl 2.876603 2.830911 7.410755 0.1 0.3 -0.1
Cl -5.477172 2.030258 9.794215 -0.8 0.1 0.2
Cl 2.588876 2.317216 10.359153 -0.5 -0.4 -0.4
O 0.870855 1.282478 8.468538 -1.7 -0.5 -2.3
N 2.165693 0.848688 4.358556 1.2 -0.9 -0.5
C -1.972724 3.172442 8.200574 0.0 -1.3 -0.4
C -3.273463 3.224088 8.736071 -0.4 -2.0 0.2
C -1.324749 1.927604 7.930736 -0.9 -1.2 0.0
C -3.294999 0.757168 8.868895 0.0 1.1 -0.1
C -2.000586 0.752368 8.361943 0.7 0.7 -0.9
C 0.154237 1.790895 7.382797 -1.7 2.3 3.2
C 3.235572 0.199703 5.204815 -1.3 0.2 0.5
C 2.553263 2.222990 4.029792 0.9 0.6 -0.2
C 2.243444 0.091316 3.039082 -0.8 -0.2 0.9
C -3.956010 1.987477 9.045712 2.6 0.9 -0.6
B 2.205807 1.558321 8.675172 2.5 0.5 0.7
B 0.751708 0.718716 4.984416 -1.3 -2.2 -1.1
H 1.520698 0.509399 2.360623 -0.4 0.0 -0.3
H 0.583232 -0.373342 5.527643 0.2 0.9 -0.3
H 3.502347 2.194851 3.473605 -0.2 0.0 0.3
H -0.119032 1.069669 4.162458 0.7 0.3 1.2
H -3.796060 -0.160956 9.130857 0.0 -0.1 0.1
H 3.245991 0.708950 6.151325 0.2 0.0 0.2
H -3.817969 4.147066 8.942556 0.5 -0.2 -0.1
H 1.834766 2.692504 3.377288 -0.5 0.0 0.0
H -1.452493 -0.176644 8.244534 -0.2 -0.1 0.1
H 2.072141 -0.965276 3.244866 -0.2 0.1 -0.2
H 0.371225 1.548528 6.250555 -0.1 -1.2 0.1
H 0.418686 2.804004 7.170242 0.6 0.9 0.3
H -1.443499 4.078114 7.981764 0.1 0.5 -0.1
H 2.991241 -0.845599 5.349096 -0.2 0.0 0.1
H 3.235576 0.222627 2.630502 0.2 0.1 0.1
H 2.688772 2.769134 4.951743 0.0 0.3 0.1
H 4.170802 0.271795 4.723906 1.1 0.3 -0.7


[3]
38
Properties=species:S:1:pos:R:3:forces:R:3 method="wB97M-V/def2-TZVPD" charge=-1 homo_lumo_gap_ha=0.27957 de_lowest_kj_mol=0.0 energy_ha=-1542.926890
I 2.943661 -3.574198 -2.378817 0.1 0.0 0.0
F 0.390412 1.210721 4.438931 0.0 0.0 0.2
F 1.498360 -0.970197 1.103039 0.1 0.0 0.0
F 0.830076 -1.234255 3.630280 0.0 0.0 0.0
F -0.397938 1.851656 2.541064 0.0 0.0 0.0
F -0.187675 -2.305738 1.501965 -0.1 -0.2 0.0
F 1.676095 1.262053 2.710573 0.1 0.0 0.0
F -1.234788 -0.607231 3.272014 0.0 -0.1 0.1
O -0.036886 1.380028 -1.686627 -0.1 0.0 0.0
N -3.096935 -1.222434 0.885826 -0.1 0.0 -0.1
C 0.654063 -1.605356 -1.783002 0.0 0.1 0.1
C -0.716082 -1.275101 -1.140708 0.1 -0.1 0.0
C 1.134331 -2.977617 -1.362742 -0.2 0.0 0.1
C 0.039535 -0.475959 2.822405 0.0 0.1 0.0
C -2.297703 -0.001830 0.569261 0.0 0.0 0.0
C 0.437545 0.988815 3.116633 0.0 -0.1 -0.1
C -0.063550 1.195671 -0.260582 0.0 0.0 0.1
C 0.488517 2.624062 -2.063017 0.0 0.1 0.1
C 2.013867 2.724424 -1.888543 0.0 0.0 0.0
C 0.128308 -0.968417 1.357040 0.0 0.1 0.1
B -0.737723 -0.257651 0.140177 0.0 0.1 -0.1
H 2.497980 3.044578 -2.813544 0.0 0.0 0.0
H 0.217702 2.767052 -3.112403 0.0 0.0 0.0
H 0.961422 1.318966 0.124190 0.0 0.0 0.0
H -0.006324 3.417638 -1.479993 0.0 0.0 -0.1
H -1.219247 -2.206042 -0.849262 0.0 0.0 -0.1
H -2.750473 0.492415 -0.302567 0.0 -0.1 0.0
H 2.413559 1.741472 -1.630837 0.0 0.0 0.0
H 0.416975 -3.757784 -1.605825 0.0 0.0 0.0
H -1.344159 -0.825706 -1.916534 0.0 0.0 0.0
H -3.985655 -1.200402 0.401754 0.0 0.0 0.1
H 2.303435 3.417591 -1.096860 0.0 0.0 0.0
H -3.310305 -1.264216 1.874064 0.1 0.0 0.0
H 0.596803 -1.562602 -2.874321 0.0 0.0 0.0
H 1.404554 -0.869250 -1.486608 0.0 0.0 -0.1
H 1.383614 -3.030867 -0.308651 0.0 0.0 0.0
H -2.395593 0.725629 1.387934 0.0 0.0 -0.1
H -0.649781 2.030078 0.164294 0.1 0.0 -0.1


[4]
32
Properties=species:S:1:pos:R:3:forces:R:3 method="wB97M-V/def2-TZVPD" charge=+1 homo_lumo_gap_ha=0.27930 de_lowest_kj_mol=0.0 energy_ha=-730.261366
F 1.513666 2.122742 -0.914516 0.1 -0.4 0.3
O 1.758390 1.387724 1.154964 -0.3 0.1 -0.6
N -1.172260 -0.754358 -1.073185 0.1 0.0 0.1
N 0.140890 -1.168983 -1.174347 0.1 -0.3 -0.5
N -2.451743 1.137610 0.664947 -0.3 0.3 0.2
C -1.480370 1.613055 -0.358351 0.5 0.1 -0.8
C 2.223989 -1.683823 -0.139983 -0.3 0.0 -0.1
C 2.257674 1.316796 -0.116993 0.9 1.6 0.2
C -1.968646 -1.190667 0.051595 0.1 0.1 0.1
C 1.135554 -0.894359 -0.252531 -0.6 -1.4 0.1
C -2.024988 -0.177889 1.209392 0.2 -1.0 0.1
C 4.120626 -0.172927 0.239523 0.0 0.1 0.2
C -1.459816 0.593344 -1.503253 0.1 0.1 0.0
C 3.497971 -1.351496 0.437693 0.1 0.0 0.1
C 3.467139 0.896035 -0.482782 -0.4 0.0 0.0
H 5.168975 -0.068356 0.470077 0.2 -0.1 0.1
H -2.547934 1.825754 1.418541 -0.1 -0.1 -0.2
H -1.046762 -0.054478 1.676211 -0.1 0.2 0.0
H 0.283206 -1.961516 -1.785216 -0.1 0.1 0.0
H 4.063093 -2.172920 0.855219 0.1 0.0 0.1
H -2.737585 -0.511014 1.964715 0.0 0.2 0.0
H -0.706049 0.887361 -2.232497 -0.1 0.1 0.0
H 3.865630 1.200078 -1.438509 0.0 0.2 -0.1
H 0.826551 -0.195901 0.493254 0.2 0.3 0.0
H 2.244293 -2.590515 -0.734015 -0.1 -0.2 0.0
H -0.503674 1.700128 0.114038 -0.1 0.0 0.1
H -1.569949 -2.135778 0.420516 -0.1 0.1 0.0
H -3.369656 1.023942 0.212656 0.1 0.1 0.2
H -1.774769 2.593836 -0.729576 -0.1 0.0 0.2
H -2.988381 -1.370551 -0.308433 -0.1 0.0 0.1
H -2.437813 0.592299 -2.001407 0.0 0.1 0.0
H 2.470565 1.182407 1.770912 0.2 -0.1 0.1


[5]
31
Properties=species:S:1:pos:R:3:forces:R:3 method="wB97M-V/def2-TZVPD" smiles="CC=C=C(/C=C/CCC)OP[C@H](F)P" charge=0 homo_lumo_gap_ha=0.32038 de_lowest_kj_mol=80.8 energy_ha=-1248.842171
P 3.081262 -0.128617 1.857429 1.4 -0.6 -0.3
P 3.196552 2.339671 -0.298046 2.3 -0.7 0.3
F 3.916126 -0.303626 -0.894077 0.3 0.2 1.0
O 1.704693 2.319802 0.196855 -2.4 0.6 0.4
C -1.274174 0.340674 0.758138 2.4 -0.5 -0.1
C -3.810849 -1.601673 0.730111 -0.1 -0.5 2.8
C 1.335764 0.204620 -0.684812 -1.0 -2.2 -2.9
C -0.349875 1.305131 0.640800 -2.0 1.1 1.5
C 0.896153 1.221098 -0.014381 0.7 0.2 -0.3
C 1.382643 -0.787819 -1.573981 0.5 1.5 0.1
C 3.739406 0.549891 0.233226 2.3 1.3 -0.3
C 0.825707 -0.741687 -2.970497 0.6 -0.8 -1.9
C -3.801819 -0.075284 0.802902 -0.4 -1.1 1.6
C -2.521356 0.463957 1.511620 -1.7 3.0 -1.9
H -2.685774 1.585394 1.719306 0.2 -1.6 -0.2
H -0.486436 2.300175 1.124716 -0.3 -0.7 -0.6
H 2.189253 -1.481432 -1.553054 0.1 -1.1 1.1
H 3.115398 2.075586 -1.688612 -0.2 -0.4 0.0
H 1.675054 -1.183227 -3.733338 -2.0 1.5 1.8
H -3.999338 -2.104063 1.736173 0.0 0.7 -1.0
H 0.526257 0.306534 -3.163848 0.2 -0.7 -0.5
H 1.846522 -0.497423 1.359837 -0.3 -0.8 0.2
H 4.795512 0.888973 0.516845 -0.9 -0.9 -0.3
H -2.297983 0.018047 2.421031 -0.4 -1.2 2.0
H 3.786617 -1.464828 1.884062 -0.9 1.5 -0.3
H -0.054560 -1.429362 -3.178676 0.9 0.8 0.6
H -4.511601 -2.040341 0.024440 0.3 0.1 -0.3
H -0.856920 -0.673935 0.563655 -0.8 0.5 -0.5
H -4.695399 0.283963 1.330943 0.2 0.1 -0.3
H -3.897008 0.096972 -0.236904 0.3 1.6 -1.0
H -2.769826 -1.787171 0.578139 0.5 -1.1 -0.9


no.,largest force on an atom (eV/A)
1,5.26
2,4.29
3,0.18
4,1.88
5,3.95